Formula: C3H9NO2
Source: OMol25
Level of theory: ωB97M-V/def2-TZVPD

Geometry as XYZ:
```
15
C3H9NO2 ωB97M-V/def2-TZVPD
C -2.186 1.871 -0.568
N -1.135 1.094 -1.259
H 1.135 0.200 2.139
H -1.107 1.440 -2.197
H -0.332 1.142 -0.653
H -3.156 1.524 -0.896
H -2.040 2.950 -0.532
H -2.158 1.618 0.488
C 1.506 -1.970 -0.093
C 1.689 -1.402 1.278
O 0.752 -0.489 1.638
O 2.685 -1.518 1.942
H 1.375 -3.056 -0.094
H 2.405 -1.747 -0.645
H 0.567 -1.657 -0.548
```

Results
Structure (SMILES) ... CC(=O)O.CN
Multiplicity ... 1
Relative energy (zero: lowest compared OMol25 entry of this formula, charge and spin) ... 1.284 eV
HOMO-LUMO gap ... 9.976 eV

Formula: C3H9NO2
Source: OMol25
Level of theory: ωB97M-V/def2-TZVPD

Geometry as XYZ:
```
15
C3H9NO2 ωB97M-V/def2-TZVPD
C 0.009 -1.286 0.126
C 1.277 -0.698 0.632
O 1.246 0.165 1.492
N 2.475 -1.239 0.237
H 3.336 -0.951 0.669
H 2.579 -1.558 -0.716
H -0.947 -0.968 0.529
H 0.040 -2.325 0.479
H -0.208 -1.207 -0.957
C -1.452 1.962 -0.229
O -2.011 1.149 -1.311
H -2.261 0.337 -0.854
H -2.120 2.216 0.604
H -0.532 1.500 0.086
H -1.433 2.903 -0.788
```

Results
Structure (SMILES) ... CC(N)=O.CO
Multiplicity ... 1
Relative energy (zero: lowest compared OMol25 entry of this formula, charge and spin) ... 1.501 eV
HOMO-LUMO gap ... 10.658 eV

Formula: C3H9NO2
Source: OMol25
Level of theory: ωB97M-V/def2-TZVPD

Geometry as XYZ:
```
15
C3H9NO2 ωB97M-V/def2-TZVPD
C 0.254 1.519 -0.036
N 0.422 0.228 0.589
C -0.757 -0.192 1.392
C -1.278 -1.532 0.991
O -2.323 -2.009 1.328
H 1.042 1.686 -0.771
H -0.691 1.696 -0.563
H 0.338 2.299 0.714
H 0.540 -0.484 -0.130
H -1.501 0.604 1.457
H -0.424 -0.346 2.433
H -0.571 -2.102 0.370
H 2.347 -0.120 -2.651
H 0.886 -0.391 -2.476
O 1.716 -0.855 -2.646
```

Results
Structure (SMILES) ... CNCC=O.O
Multiplicity ... 1
Relative energy (zero: lowest compared OMol25 entry of this formula, charge and spin) ... 2.034 eV
HOMO-LUMO gap ... 9.883 eV

Formula: C3H9NO2
Source: OMol25
Level of theory: ωB97M-V/def2-TZVPD

Geometry as XYZ:
```
15
C3H9NO2 ωB97M-V/def2-TZVPD
C 2.716 -0.102 0.813
C 1.275 -0.021 0.283
O 1.018 -0.290 -0.874
N 0.405 0.439 1.236
H -0.558 0.245 0.983
H 0.657 0.455 2.203
H 2.862 0.021 1.893
H 3.206 0.758 0.333
H 3.191 -1.013 0.503
C -2.822 -0.115 -1.286
O -1.537 0.421 -0.968
H -0.821 -0.195 -1.232
H -2.973 -0.342 -2.327
H -3.512 0.665 -0.955
H -3.106 -0.928 -0.605
```

Results
Structure (SMILES) ... CC(N)=O.CO
Multiplicity ... 1
Relative energy (zero: lowest compared OMol25 entry of this formula, charge and spin) ... 0.831 eV
HOMO-LUMO gap ... 10.822 eV